(1)
ORCA calculation (the ωB97M-V functional and the def2-TZVPD basis) on an isolated ion of composition C8H22NSSi and charge +1.

The total charge is +1. For the HOMO-LUMO gap, the calculation gives 8.92 eV. The energy above the lowest of the compared OMol25 structures with the same formula, charge and spin is 68.43 kcal/mol.

Element x y z (Å)
C1 -3.039 2.700 -0.221
C2 3.364 1.232 -0.304
C3 3.495 -0.686 1.278
C4 -1.303 -2.633 0.966
C5 -1.445 -1.942 -2.066
C6 -2.131 1.534 -0.799
C7 -2.271 0.315 0.158
C8 1.368 0.552 0.949
N1 2.902 0.641 0.955
Si1 -1.397 -1.272 -0.378
S1 0.897 -0.751 -0.329
H1 -4.066 2.417 -0.476
H2 -2.962 2.900 0.790
H3 -2.948 3.581 -0.817
H4 4.418 1.284 -0.203
H5 3.071 0.369 -1.040
H6 2.759 2.229 -0.319
H7 2.865 -1.044 2.055
H8 3.234 -1.278 0.443
H9 4.517 -0.447 1.565
H10 -0.529 -2.259 1.788
H11 -2.262 -2.704 1.414
H12 -0.913 -3.601 0.674
H13 -2.023 -2.948 -1.961
H14 -1.784 -1.259 -2.799
H15 -0.359 -2.235 -2.395
H16 -2.530 1.365 -1.724
H17 -1.057 1.826 -0.696
H18 -3.431 0.229 0.154
H19 -1.830 0.533 1.230
H20 1.125 -0.015 1.883
H21 3.276 1.339 1.621
H22 0.987 0.028 -1.397

natural (NBO) atomic charge list, values in e, 8 entries:
1 C -0.60
2 C -0.41
3 C -0.41
4 C -1.12
5 C -1.19
6 C -0.40
7 C -0.93
8 C -0.54

---

(2)
ORCA calculation (the ωB97M-V functional and the def2-TZVPD basis) on C8H23AgO4S3 as an isolated structure.

The total charge is 0. For the HOMO-LUMO gap, the calculation gives 2.53 eV. The energy above the lowest of the compared OMol25 structures with the same formula, charge and spin is 130.02 kcal/mol.

Element x y z (Å)
Ag1 2.547 -6.793 0.271
C1 -4.728 -3.664 -0.794
C2 -3.725 -4.483 0.001
O1 -2.779 -5.260 -0.636
H1 -5.540 -4.211 -1.273
H2 -4.357 -2.759 -1.274
H3 -5.347 -3.158 -0.053
H4 -4.328 -5.027 0.728
H5 -3.208 -3.793 0.667
C3 10.382 -6.797 2.087
S1 8.955 -7.588 1.172
O2 7.795 -6.656 1.177
C4 9.572 -7.667 -0.623
H6 11.389 -6.970 1.708
H7 10.396 -7.236 3.085
H8 10.154 -5.735 2.184
H9 8.947 -8.316 -1.236
H10 10.566 -8.113 -0.666
H11 9.566 -6.699 -1.123
C5 0.713 -12.002 -3.042
S2 2.261 -12.490 -2.178
O3 2.903 -11.236 -1.473
C6 1.489 -13.515 -0.805
H12 0.218 -12.874 -3.469
H13 0.950 -11.203 -3.745
H14 -0.057 -11.615 -2.375
H15 2.254 -13.741 -0.063
H16 1.171 -14.422 -1.320
H17 0.671 -13.003 -0.300
C7 -0.723 -9.125 5.953
S3 0.852 -9.675 5.006
O4 1.654 -8.401 4.946
C8 1.786 -10.729 6.312
H18 -1.307 -10.034 6.094
H19 -1.286 -8.493 5.267
H20 -0.522 -8.705 6.939
H21 1.521 -10.288 7.272
H22 2.851 -10.680 6.084
H23 1.471 -11.773 6.293

natural (NBO) atomic charge list, values in e, 8 entries:
1 Ag 0.55
2 C -0.64
3 C -0.08
4 O -0.68
5 H 0.20
6 H 0.20
7 H 0.19
8 H 0.12

---

(3)
ORCA calculation (the ωB97M-V functional and the def2-TZVPD basis) on C8H24AsF6IrN4O2SSb as an isolated structure.

The total charge is +2. For the HOMO-LUMO gap (spin up / spin down), the calculation gives 9.80 / 6.60 eV. The energy above the lowest of the compared OMol25 structures with the same formula, charge and spin is 3.01 kcal/mol. Its multiplicity is 6.

Element x y z (Å)
Ir1 1.298 -1.265 0.235
N1 1.735 -0.909 2.367
C1 1.302 -1.978 3.332
C2 -0.060 -2.527 2.942
C3 0.002 -3.610 1.844
C4 -0.986 -3.415 0.701
N2 -0.421 -2.521 -0.363
H1 2.737 -0.750 2.471
H2 1.269 -0.036 2.612
H3 1.292 -1.540 4.330
H4 2.062 -2.757 3.312
H5 -0.701 -1.691 2.635
H6 -0.533 -2.938 3.833
H7 -0.179 -4.586 2.294
H8 1.013 -3.701 1.423
H9 -1.912 -2.968 1.059
H10 -1.233 -4.368 0.236
H11 -1.139 -1.929 -0.771
H12 -0.032 -3.094 -1.111
N3 2.484 0.311 -0.927
N4 1.692 1.463 -1.025
C5 0.344 1.392 -0.741
O1 -0.375 2.364 -0.906
O2 -0.081 0.238 -0.302
H13 3.372 0.514 -0.470
H14 2.693 -0.096 -1.839
H15 2.080 2.305 -1.422
C6 -4.813 4.513 -1.272
As1 -2.974 3.976 -1.192
C7 -2.005 5.159 -0.045
C8 -2.228 4.003 -2.952
S1 -2.982 1.965 -0.392
H16 -4.851 5.537 -1.643
H17 -5.245 4.464 -0.275
H18 -5.351 3.852 -1.948
H19 -2.040 6.162 -0.470
H20 -0.979 4.806 0.022
H21 -2.473 5.152 0.937
H22 -2.268 5.022 -3.334
H23 -2.811 3.341 -3.589
H24 -1.196 3.661 -2.892
F1 2.101 -2.332 -1.625
Sb1 3.624 -3.489 -1.018
F2 4.657 -2.001 -1.486
F3 3.242 -2.443 0.641
F4 4.956 -4.407 -0.134
F5 2.214 -4.570 -0.398
F6 3.699 -4.282 -2.680

natural (NBO) atomic charge list, values in e, 8 entries:
1 Ir 1.72
2 N -0.84
3 C -0.22
4 C -0.44
5 C -0.45
6 C -0.23
7 N -0.82
8 H 0.43

---

(4)
ORCA calculation (the ωB97M-V functional and the def2-TZVPD basis) on a 3-piece molecular cluster, C8H24B3O8P overall.

As for the structure (SMILES): O=[PH2]B1OBOBO1.COCCOC.COCCOC. The total charge is 0. For the HOMO-LUMO gap, the calculation gives 8.37 eV. The energy above the lowest of the compared OMol25 structures with the same formula, charge and spin is 55.50 kcal/mol.

Element x y z (Å)
O1 -3.327 -3.893 2.132
P1 -1.924 -4.284 1.509
B1 -0.779 -5.276 2.689
O2 -0.420 -4.829 4.081
B2 1.034 -4.471 3.929
O3 1.996 -5.254 3.127
B3 1.329 -6.259 2.274
O4 -0.130 -6.560 2.266
H1 -2.071 -5.086 0.302
H2 -1.230 -3.013 1.256
H3 1.355 -3.474 4.511
H4 1.994 -6.945 1.549
C1 -0.268 -1.432 -2.664
O5 -0.428 -0.480 -1.617
C2 -1.142 0.683 -2.047
C3 -2.606 0.635 -1.599
O6 -3.315 -0.422 -2.253
C4 -3.469 -1.565 -1.419
H5 0.043 -2.381 -2.219
H6 -1.198 -1.597 -3.214
H7 0.511 -1.094 -3.351
H8 -1.065 0.809 -3.134
H9 -0.660 1.545 -1.576
H10 -3.092 1.572 -1.889
H11 -2.683 0.541 -0.509
H12 -4.251 -1.374 -0.677
H13 -2.540 -1.837 -0.915
H14 -3.779 -2.405 -2.045
C5 1.366 2.489 0.658
O7 0.679 3.602 0.095
C6 0.904 4.807 0.833
C7 1.948 5.694 0.146
O8 3.240 5.079 0.157
C8 3.559 4.474 -1.092
H15 1.367 1.680 -0.077
H16 2.402 2.730 0.908
H17 0.840 2.148 1.554
H18 1.194 4.584 1.867
H19 -0.048 5.345 0.863
H20 2.036 6.630 0.707
H21 1.642 5.943 -0.877
H22 3.831 5.248 -1.815
H23 2.735 3.875 -1.483
H24 4.420 3.817 -0.942

natural (NBO) atomic charge list, values in e, 8 entries:
1 O -1.04
2 P 1.09
3 B 0.85
4 O -0.88
5 B 0.99
6 O -0.90
7 B 0.99
8 O -0.89

---

(5)
ORCA calculation (the ωB97M-V functional and the def2-TZVPD basis) on a 5-piece molecular cluster, C8H24ClO8 overall.

The total charge is -1. For the HOMO-LUMO gap, the calculation gives 9.30 eV. The energy above the lowest of the compared OMol25 structures with the same formula, charge and spin is 21.36 kcal/mol.

Element x y z (Å)
Cl1 9.703 12.026 -8.168
C1 11.829 14.699 -5.744
C2 11.989 13.264 -5.093
O1 12.105 12.225 -6.081
O2 10.478 14.772 -6.272
H1 12.589 14.887 -6.502
H2 11.982 15.561 -5.094
H3 11.069 12.917 -4.621
H4 12.713 13.282 -4.278
H5 11.264 12.062 -6.515
H6 10.329 14.021 -6.852
C3 8.760 8.190 -6.830
C4 8.820 8.246 -8.296
O3 10.121 8.806 -8.627
O4 8.538 9.526 -6.299
H7 9.601 7.730 -6.311
H8 7.884 7.598 -6.567
H9 7.969 8.757 -8.747
H10 8.827 7.228 -8.684
H11 10.149 9.758 -8.509
H12 8.858 10.139 -6.965
C5 10.657 11.565 -11.714
C6 11.723 10.485 -11.454
O5 11.577 9.249 -12.144
O6 9.285 11.270 -11.315
H13 10.554 11.720 -12.788
H14 11.065 12.487 -11.301
H15 11.723 10.261 -10.388
H16 12.703 10.960 -11.497
H17 10.638 9.062 -12.207
H18 9.217 11.539 -10.395
C7 14.391 12.159 -8.713
C8 15.285 11.439 -9.768
O7 16.666 11.143 -9.263
O8 12.986 12.284 -9.116
H19 14.914 13.103 -8.562
H20 14.375 11.619 -7.766
H21 15.352 11.956 -10.725
H22 14.953 10.423 -9.983
H23 17.181 10.612 -9.875
H24 12.409 12.015 -8.398

natural (NBO) atomic charge list, values in e, 8 entries:
1 Cl -0.89
2 C -0.10
3 C -0.09
4 O -0.78
5 O -0.75
6 H 0.17
7 H 0.17
8 H 0.18

---

(6)
ORCA calculation (the ωB97M-V functional and the def2-TZVPD basis) on C8H24CrO5 as an isolated structure.

The total charge is 0. For the HOMO-LUMO gap (spin up / spin down), the calculation gives 7.03 / 7.69 eV. Its multiplicity is 5.

Element x y z (Å)
Cr1 -0.330 -0.091 0.830
C1 -0.092 -2.167 -2.559
C2 -0.246 -0.638 -2.542
O1 -0.095 0.043 -1.341
H1 -0.254 -2.569 -3.561
H2 -0.746 -2.670 -1.847
H3 0.961 -2.392 -2.381
H4 -1.227 -0.436 -2.983
H5 0.397 -0.343 -3.376
O2 -1.421 -1.536 1.830
H6 -1.822 -2.396 2.028
C3 1.888 2.586 0.650
C4 0.675 2.777 1.522
O3 0.356 1.479 2.161
H7 2.168 3.595 0.344
H8 1.567 2.127 -0.288
H9 2.687 1.940 1.012
H10 -0.224 3.216 1.095
H11 0.967 3.392 2.374
H12 0.901 1.428 2.950
C5 2.377 -3.249 0.320
C6 2.654 -1.804 0.681
O4 1.457 -1.328 1.328
H13 2.188 -3.912 1.163
H14 3.315 -3.629 -0.089
H15 1.598 -3.250 -0.442
H16 2.963 -1.101 -0.090
H17 3.418 -1.817 1.461
H18 1.404 -1.853 2.130
C7 -3.594 1.352 -1.025
C8 -2.649 2.098 -0.070
O5 -2.208 1.128 0.900
H19 -4.092 2.080 -1.667
H20 -4.286 0.726 -0.463
H21 -2.970 0.698 -1.634
H22 -3.125 2.928 0.455
H23 -1.725 2.477 -0.504
H24 -2.836 1.111 1.626

natural (NBO) atomic charge list, values in e, 8 entries:
1 Cr 1.45
2 C -0.63
3 C -0.01
4 O -1.00
5 H 0.20
6 H 0.20
7 H 0.18
8 H 0.11

---

(7)
ORCA calculation (the ωB97M-V functional and the def2-TZVPD basis) on C8H24F24Li2N4O28S8 as an isolated structure.

The total charge is -2. For the HOMO-LUMO gap, the calculation gives 4.39 eV. The energy above the lowest of the compared OMol25 structures with the same formula, charge and spin is 5.05 kcal/mol.

Element x y z (Å)
Li1 0.106 2.108 -0.535
Li2 -7.062 0.995 -1.657
C1 2.122 0.000 -2.073
F1 2.737 -0.658 -3.012
F2 2.815 0.014 -0.952
F3 1.944 1.306 -2.410
S1 0.406 -0.788 -1.847
O1 0.055 -1.357 -3.117
O2 0.593 -1.796 -0.840
N1 -0.617 0.531 -1.386
S2 -2.071 -0.207 -1.460
O3 -2.753 -0.367 -2.721
O4 -2.155 -1.347 -0.555
C2 -3.107 1.096 -0.583
F4 -4.377 0.670 -0.575
F5 -2.706 1.246 0.652
F6 -3.098 2.247 -1.251
C3 -4.269 3.350 3.147
F7 -4.392 2.970 1.878
F8 -5.245 2.813 3.858
F9 -3.133 2.909 3.663
S3 -4.394 5.251 3.270
O5 -5.443 5.459 4.236
O6 -3.115 5.736 3.751
N2 -5.085 5.672 1.760
S4 -3.867 6.233 0.958
O7 -3.563 7.625 1.243
O8 -2.684 5.398 0.853
C4 -4.596 6.164 -0.779
F10 -3.665 6.612 -1.618
F11 -4.830 4.868 -1.140
F12 -5.764 6.783 -0.891
C5 4.434 -4.731 5.630
F13 4.706 -4.408 6.884
F14 5.512 -4.351 4.939
F15 4.262 -6.034 5.548
S5 2.876 -3.898 4.967
O9 2.478 -4.768 3.896
O10 2.000 -3.945 6.133
N3 3.471 -2.349 4.682
S6 3.153 -2.152 3.176
O11 4.115 -2.763 2.297
O12 1.751 -2.252 2.810
C6 3.397 -0.267 3.039
F16 2.465 0.364 3.756
F17 4.605 0.066 3.475
F18 3.242 0.092 1.757
C7 6.566 -6.229 1.960
F19 7.082 -7.414 2.378
F20 5.370 -6.077 2.480
F21 7.412 -5.285 2.415
S7 6.557 -6.113 0.097
O13 7.920 -5.835 -0.328
O14 5.984 -7.380 -0.288
N4 5.628 -4.746 -0.164
S8 4.491 -5.303 -1.164
O15 5.077 -5.713 -2.436
O16 3.414 -6.111 -0.624
C8 3.781 -3.609 -1.685
F22 3.502 -2.895 -0.574
F23 4.645 -2.883 -2.386
F24 2.688 -3.807 -2.431
O17 1.953 2.284 0.197
H1 1.962 2.778 1.028
H2 2.691 1.661 0.275
O18 -2.500 -2.068 2.368
H3 -2.514 -2.981 2.065
H4 -1.902 -1.627 1.752
O19 -0.800 3.154 0.808
H5 -1.508 3.754 0.516
H6 -0.734 3.296 1.759
O20 -7.139 0.409 0.316
H7 -7.124 0.738 1.222
H8 -7.383 -0.525 0.397
O21 -3.070 -1.128 -5.606
H9 -3.073 -1.354 -4.668
H10 -3.806 -1.621 -5.982
O22 -4.644 0.008 2.850
H11 -4.567 0.195 1.908
H12 -5.527 0.307 3.096
O23 4.040 3.985 -1.634
H13 3.514 3.432 -1.042
H14 4.666 3.377 -2.044
O24 1.812 1.011 -6.029
H15 1.987 0.258 -5.455
H16 1.050 1.444 -5.626
O25 -0.731 1.320 -4.145
H17 -0.835 1.064 -3.203
H18 -1.239 2.134 -4.237
O26 0.158 -1.797 -6.123
H19 0.367 -2.635 -6.549
H20 0.443 -1.914 -5.205
O27 -6.083 2.666 -1.947
H21 -5.695 3.144 -1.197
H22 -5.651 3.040 -2.726
O28 -0.088 3.657 -2.166
H23 0.511 3.202 -2.780
H24 0.086 4.594 -2.302

Mulliken atomic charge list, values in e, 8 entries:
1 Li 0.96
2 Li 0.89
3 C 0.42
4 F -0.12
5 F -0.16
6 F -0.12
7 S 0.34
8 O -0.60

---

(8)
ORCA calculation (the ωB97M-V functional and the def2-TZVPD basis) on C8H24InO4P2S as an isolated structure.

The total charge is +1. For the HOMO-LUMO gap (spin up / spin down), the calculation gives 6.37 / 6.37 eV.

Element x y z (Å)
In1 0.116 -0.018 -0.191
H1 -3.171 -1.669 0.866
H2 -3.068 -0.917 0.923
P1 0.344 -2.674 -1.070
P2 0.361 2.485 -1.195
C1 1.673 3.412 -0.312
H3 1.525 4.502 -0.488
H4 1.612 3.169 0.770
H5 2.656 3.078 -0.707
C2 0.308 3.227 -2.870
H6 -0.570 2.848 -3.423
H7 0.245 4.327 -2.785
H8 1.223 2.950 -3.423
C3 -1.134 3.137 -0.360
H9 -1.060 2.919 0.724
H10 -1.195 4.230 -0.528
H11 -2.026 2.628 -0.774
C4 0.478 -3.402 -2.737
H12 0.366 -4.487 -2.619
H13 -0.317 -2.974 -3.365
H14 1.461 -3.137 -3.150
C5 1.563 -3.609 -0.065
H15 1.389 -3.407 1.012
H16 1.423 -4.685 -0.303
H17 2.578 -3.270 -0.345
C6 -1.208 -3.410 -0.420
H18 -2.059 -2.902 -0.901
H19 -1.206 -4.490 -0.659
H20 -1.263 -3.231 0.669
C7 2.288 0.128 1.251
O1 3.087 0.321 2.042
H21 -0.297 -0.100 -1.931
C8 -1.611 0.931 3.480
S1 0.054 0.296 3.165
O2 0.879 0.665 4.297
O3 0.001 -1.118 2.794
O4 0.443 1.117 1.902
H22 -1.938 0.553 4.450
H23 -2.338 0.541 2.736
H24 -1.613 2.037 3.540

natural (NBO) atomic charge list, values in e, 8 entries:
1 In 1.21
2 H 0.04
3 H -0.03
4 P 0.89
5 P 0.85
6 C -0.95
7 H 0.24
8 H 0.27

---

no.,E (hartree)
1,-1060.07828
2,-1960.70502
3,-4265.91961
4,-1337.10798
5,-1381.34292
6,-1739.79033
7,-8242.42222
8,-1890.84422